Formula: C5H10BrO2P
Source: OMol25
Level of theory: wB97M-V/def2-TZVPD

Values from the calculation:
Frontier orbital gap = 8.59 eV
LUMO = -0.18 eV
Charge = 0
E = -3262.191753 hartree

Each line ends with the natural charge from an NBO analysis.
Atoms and positions in Å:
C 2.38233 -1.06784 0.20581  -0.67
C 1.89558 0.44522 -0.26951  -0.22
Br 1.71511 1.61796 1.38681  -0.03
C 0.39667 0.40539 -1.00588  -0.74
P -0.97385 -0.09118 0.23286  1.07
C -2.02320 1.45648 0.65566  -0.93
C -2.14455 -1.47458 -0.37203  0.44
O -2.15906 -2.61716 0.36195  -0.64
O -3.03425 -1.33320 -1.54141  -0.70
H 2.93413 -1.66126 -0.65787  0.25
H 1.50576 -1.69086 0.70207  0.23
H 3.19018 -0.91709 1.05707  0.24
H 2.68582 0.92694 -1.01150  0.25
H 0.42507 -0.25824 -1.98885  0.30
H 0.17793 1.52219 -1.35744  0.27
H -0.33857 -0.54539 1.44332  0.06
H -2.71134 1.21930 1.59652  0.28
H -2.65740 1.71626 -0.30330  0.29
H -1.26636 2.34707 0.86572  0.26